The following is a DFT calculation (ωB97M-V/def2-TZVPD) of a cluster of 2 separate species, C3H8N2O2 in total.

Geometry as ORCA input:
```
! wB97M-V def2-TZVPD RIJCOSX def2/J DEFGRID3
* xyz 0 1
N -2.568 0.802 -0.381
C -0.136 -1.100 0.040
O -1.184 -1.709 0.009
N 0.123 0.164 -0.399
C 1.415 0.628 0.038
C 2.076 -0.709 0.421
O 1.004 -1.641 0.553
H -2.671 -0.209 -0.470
H -3.230 1.269 -0.988
H -0.706 0.756 -0.542
H 1.352 1.313 0.895
H 1.958 1.132 -0.768
H 2.608 -0.664 1.373
H 2.755 -1.062 -0.361
H -2.796 1.031 0.581
*
```

Largest force on an atom: 0.49 eV/Å
SMILES: O=C1NCCO1.N
E: -379.1311 Ha
Energy relative to the best compared isomer or geometry (same formula, charge and spin): 26.0 kJ/mol
Kohn-Sham gap: 10.5 eV